Entry w
6
Properties=species:S:1:pos:R:3 method="wB97M-V/def2-TZVPD" lumo_energy_ev=-0.18 smiles="C1=P[SiH2]1" gap_ev=8.6
C -0.87 -0.93 -0.65
P -2.09 -0.68 0.60
Si -0.05 0.31 0.57
H -1.08 -1.74 -1.24
H 1.27 0.10 1.23
H -0.24 1.72 0.40

Entry x
6
Properties=species:S:1:pos:R:3 method="wB97M-V/def2-TZVPD" lumo_energy_ev="-1.67 / -1.66" smiles="C#P=[SiH2]" gap_ev="6.2 / 6.2"
C -0.91 1.29 0.68
P 0.41 0.47 0.93
Si 0.34 -1.52 -0.44
H -1.55 2.03 1.02
H -0.01 -0.72 -1.51
H 1.72 -1.54 -0.69

Quick one: most stable of them? entry w

Entry w
13
Properties=species:S:1:pos:R:3 method="wB97M-V/def2-TZVPD" lumo_energy_ev="0.07 / -0.60" gap_ev="8.5 / 8.3"
C 0.55 0.20 1.61
C -0.55 -0.68 1.52
C 1.05 0.99 0.44
C -1.71 -1.04 -0.95
O -0.82 0.48 2.13
I -0.78 -2.43 2.64
H 1.16 0.18 2.46
H 0.45 0.96 -0.38
H 1.98 0.62 0.28
H 1.21 2.06 0.62
H -1.98 -1.62 -0.10
H -0.72 -1.36 -1.34
H -2.03 -0.10 -1.00

Entry x
13
Properties=species:S:1:pos:R:3 method="wB97M-V/def2-TZVPD" lumo_energy_ev=0.00 smiles="CC[C@H](I)C=O" gap_ev=9.5
C 0.22 0.35 0.92
C 0.05 0.58 -0.63
C -0.13 -0.79 -1.21
I -0.79 -0.53 -3.35
C -1.51 -1.61 -0.56
O -1.62 -2.81 -0.55
H 0.65 1.32 1.25
H -0.70 0.12 1.49
H 0.93 -0.48 1.14
H -0.90 0.99 -0.80
H 0.84 1.16 -1.20
H 0.74 -1.43 -1.12
H -2.22 -0.76 -0.23

Quick one: most stable of them? entry x

Entry w
13
Properties=species:S:1:pos:R:3 method="wB97M-V/def2-TZVPD" charge=-1 lumo_energy_ev=3.47 gap_ev=7.6
C 1.25 -1.22 -1.01
C 0.76 -0.49 0.22
S 0.12 -1.81 1.42
H 0.43 -1.71 -1.55
H 1.93 -2.06 -0.88
H 1.60 -0.45 -1.71
H 1.56 -0.09 0.82
H -0.11 0.11 0.01
H -0.38 -0.96 2.33
O -1.03 2.25 -0.86
C -1.83 2.12 0.09
O -1.61 1.50 1.15
H -2.70 2.81 -0.03

Entry x
13
Properties=species:S:1:pos:R:3 method="wB97M-V/def2-TZVPD" charge=-1 lumo_energy_ev=3.69 gap_ev=8.2
C -0.68 0.08 1.57
C 0.84 -0.11 1.36
S 1.46 1.17 0.21
H -1.14 -0.17 0.60
H -0.95 1.11 1.89
H -0.98 -0.57 2.33
H 1.37 -0.05 2.33
H 1.06 -1.09 0.93
H 1.13 0.36 -0.88
O -0.95 -1.11 -1.84
C -0.54 -0.18 -2.58
O 0.60 0.33 -2.57
H -1.22 0.24 -3.35

Quick one: most stable of them? entry x

Entry w
25
Properties=species:S:1:pos:R:3 method="wB97M-V/def2-TZVPD" charge=+1 lumo_energy_ev=-3.05 gap_ev=9.6
C -1.10 -0.23 -1.50
C -0.82 0.62 -0.29
C 0.32 0.19 0.68
C 1.57 -0.30 -0.06
C 2.70 0.69 -0.02
N 2.21 2.05 -0.38
N -2.11 0.62 0.58
H -1.04 -1.30 -1.27
H -2.14 -0.04 -1.81
H -0.57 0.07 -2.38
H -0.59 1.63 -0.43
H 0.57 1.07 1.27
H -0.08 -0.45 1.47
H 1.91 -1.18 0.49
H 1.27 -0.59 -1.06
H 3.49 0.45 -0.74
H 3.18 0.74 0.96
H 2.73 2.47 -1.15
H 2.41 2.68 0.38
H -2.39 -0.36 0.68
H -1.83 0.87 1.53
H -2.84 1.20 0.17
H -2.03 -3.63 0.12
H -2.26 -3.35 1.66
O -2.06 -2.96 0.80

Entry x
25
Properties=species:S:1:pos:R:3 method="wB97M-V/def2-TZVPD" charge=+1 lumo_energy_ev=-3.08 gap_ev=10.3
N -0.49 -1.93 -0.39
C -1.24 -1.42 -1.61
C -0.51 -0.16 -2.03
N -0.29 0.70 -0.87
C 0.97 1.47 -0.93
C 1.24 2.06 0.48
C 1.99 1.02 1.33
H -0.10 -1.09 0.10
H -1.20 -2.39 0.18
H 0.23 -2.61 -0.62
H -1.25 -2.19 -2.38
H -2.19 -1.12 -1.15
H 0.46 -0.39 -2.47
H -1.01 0.28 -2.90
H -1.08 1.32 -0.70
H 0.87 2.17 -1.77
H 1.79 0.79 -1.16
H 0.27 2.08 1.01
H 1.67 3.05 0.42
H 2.96 1.00 0.81
H 1.59 0.02 1.08
H 1.88 1.07 2.41
H -2.83 -0.78 3.70
H -1.61 -1.62 4.10
O -2.12 -1.32 3.35

Quick one: most stable of them? entry w

Entry w
25
Properties=species:S:1:pos:R:3 method="wB97M-V/def2-TZVPD" charge=+1 lumo_energy_ev=-2.73 gap_ev=10.4
C -0.15 0.37 -1.75
N -0.71 1.50 -1.00
C -2.07 1.83 -1.37
C 0.96 -0.27 -0.82
N 0.19 -0.71 0.43
C 1.06 -1.00 1.57
C 1.67 -1.32 -1.59
H 0.46 0.63 -2.61
H -0.94 -0.37 -1.90
H -0.06 2.27 -0.98
H -2.11 2.90 -1.58
H -2.43 1.40 -2.32
H -2.86 1.69 -0.62
H 1.61 0.53 -0.49
H -0.35 -1.50 0.08
H -0.46 0.09 0.54
H 0.90 -2.00 1.97
H 2.10 -0.97 1.22
H 1.14 -0.22 2.32
H 1.60 -1.34 -2.69
H 2.72 -1.52 -1.40
H 1.34 -2.37 -1.49
H -1.29 -0.99 3.76
H -1.08 0.56 3.99
O -0.66 -0.25 3.67

Entry x
25
Properties=species:S:1:pos:R:3 method="wB97M-V/def2-TZVPD" charge=+1 lumo_energy_ev=-2.73 gap_ev=10.9
N 1.60 -0.51 -2.23
C 0.86 -1.63 -1.60
C -0.45 -1.11 -1.00
N -0.11 0.05 -0.20
C 1.05 1.04 1.79
C 0.24 -0.22 1.29
C -1.02 -0.73 2.11
H 1.78 -0.59 -3.24
H 0.76 0.42 -0.48
H 2.54 -0.33 -1.86
H 1.61 -1.92 -0.82
H 0.86 -2.44 -2.32
H -0.91 -2.08 -0.65
H -1.03 -0.91 -1.95
H -0.86 0.76 -0.16
H 1.75 0.65 2.60
H 0.38 1.56 2.51
H 1.58 1.65 1.11
H 0.82 -1.11 1.39
H -1.92 -0.26 1.72
H -1.01 -1.79 1.84
H -1.06 -0.38 3.14
H -2.33 2.41 -0.96
H -1.29 3.16 -0.08
O -2.03 2.52 -0.04

Quick one: most stable of them? entry w

Entry w
18
Properties=species:S:1:pos:R:3 method="wB97M-V/def2-TZVPD" lumo_energy_ev=0.73 smiles="CSCCCC(=O)O" gap_ev=9.4
C 2.11 -0.31 2.93
S 0.80 1.01 2.27
C -0.30 0.10 1.23
C -0.08 0.31 -0.43
C -1.17 -0.37 -1.21
C -0.92 -0.12 -2.74
O -0.46 -0.84 -3.57
O -1.36 1.09 -3.06
H 3.07 0.19 3.23
H 1.65 -0.90 3.70
H 2.23 -0.81 1.95
H -1.43 0.15 1.44
H -0.09 -0.96 1.34
H -0.27 1.38 -0.52
H 0.97 0.08 -0.75
H -2.14 0.11 -0.79
H -1.28 -1.48 -1.05
H -1.34 1.34 -3.99

Entry x
18
Properties=species:S:1:pos:R:3 method="wB97M-V/def2-TZVPD" lumo_energy_ev=0.62 smiles="CC(C)(C)SC(=O)O" gap_ev=9.7
C 0.28 -0.75 -1.33
C 0.18 0.00 -0.04
C 0.86 1.38 0.12
C 0.27 -0.73 1.22
S -1.71 0.81 -0.03
C -3.33 -0.07 -0.04
O -3.37 -1.28 0.15
O -4.24 0.88 -0.09
H -0.07 -1.77 -1.16
H 1.38 -0.70 -1.69
H -0.22 -0.22 -2.06
H 1.90 1.26 0.20
H 0.46 1.83 0.97
H 0.74 1.96 -0.73
H 1.33 -1.18 1.48
H 0.08 -0.02 2.00
H -0.42 -1.63 1.09
H -5.10 0.56 -0.13

Quick one: most stable of them? entry w